1.
ORCA calculation (ωB97M-V with the def2-TZVPD basis set) on a structure of composition C25H55AgN2O4P at a distorted geometry.

Structure (XYZ):
```
88
Properties=species:S:1:pos:R:3:forces:R:3:lowdin_charge:R:1
C 1.500 -0.990 2.503 0.00 -0.01 -0.17 -0.0908
C 2.158 0.323 2.904 -0.45 0.13 0.17 -0.2063
C 1.915 1.426 1.868 1.48 -0.69 -0.63 -0.1974
C 3.095 1.786 0.944 3.53 -2.70 2.39 -0.2082
C 4.471 1.890 1.605 0.18 -0.27 -0.10 -0.1486
C 5.374 0.634 1.639 -0.15 -0.02 0.41 -0.1988
C 4.915 -0.583 0.852 0.55 -0.14 -0.33 -0.2014
C 4.990 -0.407 -0.679 -0.61 -0.35 0.17 -0.1808
C 3.730 -0.903 -1.423 -0.17 0.69 0.23 -0.1965
C 3.226 0.079 -2.484 0.34 -0.24 -0.56 -0.2214
C 2.412 -0.579 -3.601 -0.26 0.01 0.85 -0.1913
C 0.991 -0.944 -3.124 0.15 -0.11 -0.70 -0.2016
C 0.601 -2.373 -3.514 -0.02 0.35 0.25 -0.1577
C -0.810 -2.759 -3.091 0.10 -0.02 0.18 -0.2071
O -1.613 -1.595 -3.046 -0.10 0.21 -0.52 -0.1639
C -2.958 -1.805 -2.693 -0.10 0.02 0.32 -0.1571
C -3.130 -1.579 -1.198 -0.45 -0.17 0.29 -0.3830
N -4.472 -1.961 -0.771 0.41 -0.03 0.06 -0.0093
C -4.493 -2.344 0.655 -0.21 0.05 -0.48 -0.2370
C -5.920 -2.430 1.192 0.46 -0.22 0.12 -0.2441
C -6.033 -3.482 2.289 -0.10 0.20 -0.20 -0.1100
N -2.835 -0.195 -0.828 0.46 0.02 0.11 0.0244
C -1.465 -0.069 -0.313 -0.36 -0.10 -0.20 -0.2295
C -0.902 1.342 -0.503 -0.50 0.19 -0.13 -0.1883
P -1.147 2.340 0.960 -0.27 0.21 0.18 0.5288
O -0.347 1.907 2.100 -2.52 0.52 0.66 -0.2450
O -0.723 3.886 0.488 -0.01 -1.17 2.30 -0.3299
C 0.665 4.222 0.832 0.77 0.85 0.11 -0.2453
C 1.763 3.553 -0.050 -5.46 4.18 -2.04 -0.1071
O -2.675 2.549 1.164 -0.17 -0.01 -0.09 -0.1741
C -3.369 1.751 2.178 -0.75 -0.04 0.18 -0.2112
C -4.771 1.423 1.686 0.52 0.09 -0.21 -0.0499
H 1.804 -1.309 1.506 0.11 -0.08 -0.08 0.0570
H 1.712 -1.797 3.199 0.09 -0.08 0.08 0.0783
H 0.419 -0.862 2.471 -0.13 0.04 0.03 0.0631
H 3.212 0.192 3.131 0.15 -0.03 -0.07 0.0927
H 1.687 0.633 3.836 0.06 0.07 0.12 0.1141
H 1.100 1.083 1.226 0.77 -0.09 0.19 0.0758
H 1.540 2.333 2.336 0.65 -0.32 0.21 0.0931
H 2.872 2.780 0.548 7.73 -1.83 2.21 0.0027
H 3.092 1.124 0.081 0.18 -0.07 -0.19 0.1087
H 5.021 2.685 1.107 0.10 0.14 -0.11 0.1051
H 4.318 2.243 2.624 0.02 0.07 0.14 0.1151
H 6.374 0.907 1.308 0.12 0.03 -0.09 0.1097
H 5.497 0.327 2.678 0.02 -0.04 0.10 0.1029
H 3.923 -0.908 1.155 -0.16 0.10 0.06 0.0781
H 5.588 -1.396 1.124 -0.06 -0.15 0.12 0.1137
H 5.830 -0.980 -1.060 0.32 0.25 -0.08 0.1114
H 5.148 0.645 -0.906 0.14 0.13 -0.14 0.1035
H 2.937 -1.008 -0.682 -0.14 -0.38 0.01 0.0859
H 3.905 -1.872 -1.880 0.00 -0.19 0.00 0.1145
H 4.075 0.595 -2.933 0.13 0.04 0.00 0.1113
H 2.611 0.847 -2.009 -0.03 0.22 0.06 0.0857
H 2.920 -1.493 -3.900 0.20 0.01 -0.26 0.1068
H 2.365 0.102 -4.445 -0.02 -0.09 -0.25 0.1078
H 0.284 -0.290 -3.629 -0.16 0.23 0.24 0.1085
H 0.900 -0.784 -2.050 -0.02 -0.07 0.14 0.0858
H 1.304 -3.064 -3.054 0.09 -0.20 -0.09 0.1173
H 0.707 -2.449 -4.594 0.01 -0.11 -0.13 0.1199
H -1.236 -3.478 -3.793 -0.08 -0.09 -0.05 0.1256
H -0.795 -3.233 -2.105 0.02 -0.03 0.14 0.1227
H -3.311 -2.803 -2.958 0.11 -0.16 -0.14 0.1291
H -3.565 -1.085 -3.242 -0.08 0.07 -0.06 0.1363
H -2.386 -2.204 -0.685 0.12 -0.10 0.04 0.1411
H -4.697 -2.803 -1.288 -0.33 0.03 -0.13 0.1071
H -4.012 -3.320 0.778 0.18 -0.06 0.11 0.1165
H -3.897 -1.611 1.195 0.01 0.10 0.17 0.0993
H -6.561 -2.700 0.357 -0.24 0.10 -0.05 0.1059
H -6.218 -1.455 1.569 -0.24 0.12 -0.12 0.0886
H -5.316 -3.284 3.082 0.05 -0.06 0.17 0.0733
H -5.834 -4.467 1.876 0.10 -0.15 0.04 0.0723
H -7.031 -3.503 2.716 -0.09 0.02 0.12 0.0707
H -2.919 0.372 -1.663 -0.09 0.09 -0.04 0.1051
H -1.487 -0.335 0.743 0.20 -0.10 0.17 0.1053
H -0.792 -0.755 -0.821 0.12 -0.11 0.03 0.0928
H 0.157 1.285 -0.737 0.22 0.08 0.03 0.0779
H -1.416 1.816 -1.345 0.05 0.02 -0.11 0.0942
H 0.842 4.021 1.881 -0.11 -0.14 0.09 0.1195
H 0.745 5.303 0.710 -0.35 0.20 0.27 0.1127
H 2.098 2.646 0.442 -6.19 0.13 -1.84 -0.0665
H 2.578 4.268 -0.100 0.33 0.00 -0.05 0.1274
H 1.484 3.296 -1.098 0.13 -0.03 0.02 0.0838
H -2.813 0.849 2.406 0.29 -0.09 -0.19 0.1019
H -3.411 2.343 3.085 0.18 0.16 0.07 0.1224
H -4.765 1.421 0.601 -0.08 -0.07 -0.13 0.0752
H -5.495 2.142 2.047 -0.17 0.05 0.03 0.0790
H -5.035 0.418 1.997 -0.20 -0.04 0.17 0.0567
Ag -0.200 4.457 -1.382 -0.31 1.05 -3.63 0.8951
```
Positions in Å, forces in eV/Å.

The molar mass is 586.57 Da. The calculation puts the total energy at -51263.2316 eV. As for the net charge: +1. The spin multiplicity is 1.


2.
ORCA calculation (ωB97M-V with the def2-TZVPD basis set) on a structure of composition C25H55BCl2N3NbO7P at a distorted geometry.

Structure (XYZ):
```
95
Properties=species:S:1:pos:R:3:forces:R:3:lowdin_charge:R:1
C 0.911 -0.695 1.999 -0.14 0.65 -1.22 -0.0933
C 0.771 -0.120 0.723 0.40 0.84 2.23 -0.3266
Nb -0.713 -0.475 -0.953 -2.72 2.40 1.82 1.6541
C -2.101 -0.832 -2.725 -0.51 -0.01 -0.97 -0.3647
C -3.343 0.154 -2.856 -0.99 -0.48 -0.67 -0.2979
C -4.640 -0.260 -2.025 -0.71 0.76 0.23 -0.2235
C -5.751 0.917 -2.130 -0.27 -0.16 1.15 -0.1858
C -5.628 1.941 -0.878 -0.05 0.27 -0.53 -0.2054
C -7.035 2.443 -0.325 0.64 0.36 1.42 -0.2312
C -7.792 1.315 0.556 -0.70 0.24 -0.91 -0.2498
C -9.144 0.959 -0.218 0.43 -0.04 -0.09 -0.1530
C 0.136 1.296 -2.128 0.91 0.24 -1.04 -0.3565
C -0.467 2.726 -1.813 -0.25 -0.17 -2.38 -0.2610
N -0.193 3.327 -0.493 -0.30 2.19 0.26 -0.0895
C 1.235 3.452 -0.144 1.68 0.41 0.63 -0.2232
C 1.507 3.483 1.456 -0.76 0.10 -0.38 -0.0777
C -0.943 4.554 -0.285 -2.43 -0.53 -0.39 -0.4062
C -0.358 5.894 0.348 -0.28 -0.05 -0.72 -0.0211
O -2.173 4.605 -0.570 3.37 -0.31 0.59 -0.0123
O -2.249 0.644 -0.058 2.45 -0.41 1.88 -0.1907
B -2.122 0.926 1.320 -0.98 0.14 0.34 -0.8265
O -2.993 0.245 2.284 0.43 0.86 -1.51 0.0286
O -1.285 1.925 1.966 -1.52 -0.25 -1.10 0.0491
C -1.475 -2.496 -0.156 1.24 -2.05 -1.73 -0.7835
Cl -3.190 -2.457 0.527 0.84 -0.12 -0.24 0.5180
C -0.445 -3.394 0.667 -0.56 -1.35 1.10 -0.3708
C -0.882 -3.571 2.224 0.99 0.93 -0.42 -0.1641
P 1.168 -1.887 -2.070 -0.25 -1.16 -1.03 0.3720
O 0.759 -2.103 -3.748 1.15 1.17 1.21 -0.4925
Cl 3.039 -0.871 -1.942 -0.41 0.00 -0.40 0.0101
H -0.008 -0.803 2.656 1.14 -0.87 -1.06 0.0594
H 1.913 -1.027 2.449 -1.31 1.23 -0.34 0.0623
H 1.589 0.653 0.466 -0.28 -2.09 -0.20 0.0146
H -2.517 -1.899 -2.737 0.50 1.32 0.04 0.0472
H -1.499 -0.741 -3.702 -0.73 -0.15 1.34 0.0292
H -3.666 0.129 -3.963 0.30 0.19 1.46 0.1030
H -3.142 1.246 -2.628 0.12 -1.24 -0.08 0.0814
H -5.098 -1.249 -2.367 0.80 1.25 0.19 0.1074
H -4.451 -0.368 -0.905 0.15 -0.01 -1.62 0.0602
H -6.818 0.497 -2.057 1.56 0.30 -0.27 0.0854
H -5.687 1.494 -3.105 0.01 -0.70 1.08 0.1023
H -5.082 1.450 -0.003 -0.65 0.51 -1.24 0.1006
H -4.994 2.840 -1.191 -0.81 -1.15 0.48 0.1101
H -7.714 2.902 -1.120 0.87 -0.88 0.88 0.1060
H -6.813 3.300 0.407 -0.23 -1.02 -1.10 0.0998
H -8.080 1.702 1.585 0.52 -0.36 -1.21 0.0933
H -7.126 0.402 0.707 -0.86 1.14 -0.34 0.1094
H -9.820 1.881 -0.195 0.82 -1.28 -0.12 0.0729
H -8.871 0.729 -1.305 -0.58 0.29 1.47 0.0618
H -9.706 0.071 0.210 0.66 1.07 -0.42 0.0634
H -0.124 1.085 -3.233 0.30 0.47 1.47 0.0477
H 1.283 1.351 -2.128 -1.49 -0.12 0.08 0.0021
H -1.577 2.700 -2.086 1.50 0.20 1.07 0.1043
H -0.010 3.447 -2.598 -0.54 -0.84 0.92 0.1236
H 1.895 2.600 -0.519 -1.45 0.98 0.16 0.1025
H 1.650 4.392 -0.660 -0.32 -1.22 0.79 0.1103
H 1.723 2.422 1.802 -0.28 1.49 -0.29 0.0624
H 0.575 3.844 2.006 1.24 -0.58 -0.73 0.0628
H 2.343 4.194 1.742 -0.80 -0.96 -0.52 0.0709
H -0.866 6.747 -0.223 0.55 -1.36 0.81 0.0909
H -0.723 5.948 1.420 0.77 -0.05 -1.20 0.0889
H 0.754 6.043 0.215 -1.25 -0.35 0.59 0.0648
H -3.646 0.874 2.640 0.71 -0.37 -0.01 0.0834
H -1.646 2.812 1.763 0.54 -0.70 -0.16 0.0805
H -1.631 -3.111 -1.121 0.14 0.98 1.38 0.0250
H 0.648 -3.075 0.568 -1.75 -0.06 0.14 0.0331
H -0.458 -4.470 0.263 0.07 1.59 0.40 0.0947
H -1.377 -2.615 2.619 0.36 -1.56 -0.64 0.0442
H 0.055 -3.691 2.878 -1.34 -0.27 -0.99 0.0612
H -1.561 -4.473 2.261 0.71 1.22 0.39 0.0635
H 0.828 -1.247 -4.218 -0.32 -0.48 0.30 0.0132
C 2.997 -4.699 0.621 0.20 0.12 0.06 -0.3467
O 2.037 -5.327 1.023 0.26 -0.05 0.25 0.0033
N 3.983 -4.182 1.405 -0.30 -0.24 -0.52 -0.1962
C 5.098 -3.441 0.849 -0.20 0.04 0.33 -0.0719
C 3.915 -4.380 2.839 -0.28 -0.10 -0.15 -0.0492
H 3.144 -4.492 -0.451 0.05 0.09 0.00 0.1258
H 6.030 -3.953 1.109 0.12 0.11 -0.07 0.0812
H 5.104 -2.435 1.273 0.21 -0.02 -0.20 0.0680
H 5.018 -3.371 -0.236 -0.11 0.00 0.10 0.0813
H 3.910 -5.451 3.054 -0.04 0.07 0.16 0.0878
H 2.988 -3.942 3.218 0.07 -0.09 0.14 0.0849
H 4.769 -3.912 3.329 -0.05 0.01 -0.14 0.0836
C 7.740 -0.430 1.501 0.15 -0.10 -0.21 -0.3363
O 6.551 -0.595 1.323 0.26 -0.03 -0.10 0.0166
N 8.727 -0.866 0.669 -0.20 0.28 0.52 -0.2043
C 10.128 -0.631 0.948 -0.21 -0.14 -0.22 -0.0680
C 8.360 -1.589 -0.535 -0.31 0.06 0.09 -0.0365
H 8.125 0.107 2.384 0.11 0.01 0.00 0.1302
H 10.563 -0.053 0.129 0.18 -0.02 0.11 0.0873
H 10.642 -1.592 1.030 0.17 0.12 0.03 0.0870
H 10.252 -0.079 1.881 -0.09 -0.04 -0.07 0.0815
H 7.722 -0.955 -1.154 0.00 -0.18 -0.06 0.0988
H 7.800 -2.486 -0.259 0.00 0.02 -0.18 0.0812
H 9.251 -1.872 -1.096 -0.02 0.07 0.13 0.0859
```
Positions in Å, forces in eV/Å.

The molar mass is 715.33 Da. The calculation puts the total energy at -82178.1809 eV. As for the net charge: -1. The spin multiplicity is 1.